10
Properties=species:S:1:pos:R:3 method="wB97M-V/def2-TZVPD" max_force_ev_per_a=2.59 multiplicity=4 homo_lumo_gap_ha="0.229 / 0.214" mol_weight_da=237.01 s_squared=3.771 energy_ha=-1315.01272 e_homo_ev="-6.24 / -7.12"
H -2.36063 2.20825 0.76161
C -2.06408 1.31808 0.22702
C -2.05031 0.09181 0.08610
C -1.58701 -1.23956 -0.22624
H -2.10515 -1.63974 -1.11076
H -1.78110 -1.93214 0.60726
C 0.15023 -1.21328 -0.52194
O 0.94145 -1.10610 0.60257
Tm 1.48069 0.80974 -0.41510
H 0.37882 -2.12331 -1.12407